# 1
The following is a DFT calculation (ωB97M-V/def2-TZVPD) of one molecule with the formula C6H5NO2 in a non-equilibrium geometry.

Each line ends with the natural charge from an NBO analysis.
Element x y z (Å)
O -1.183 -2.596 1.230  -0.537
H -0.536 1.492 1.078  0.250
H 1.331 2.135 -0.757  0.225
C -0.037 0.925 0.344  -0.228
H 1.859 0.007 -1.962  0.414
H 0.553 -2.022 -0.913  0.220
H -3.031 -0.972 2.665  0.127
N 1.078 -0.007 -1.368  -0.490
O -1.820 0.593 2.758  -0.526
C -2.156 -0.502 2.324  0.353
C 0.489 -1.027 -0.699  0.051
C -1.096 -1.392 1.156  0.517
C 0.924 1.174 -0.618  -0.090
C -0.276 -0.542 0.364  -0.286

Strongest force on any atom, hartree/bohr: 0.09421
E, eV: -11885.992
ΔE to the lowest compared entry with this formula, charge and spin, kJ/mol: 246.29
SMILES: O=CC(=O)c1cc[nH]c1
Orbital gap, eV: 8.97

=====

# 2
The following is a DFT calculation (ωB97M-V/def2-TZVPD) of one molecule with the formula C4H9N in a non-equilibrium geometry.

Each line ends with the natural charge from an NBO analysis.
Element x y z (Å)
H 0.281 0.763 2.578  0.207
C -0.820 0.222 -1.120  -0.688
H -0.837 -0.166 -2.137  0.230
H -1.829 0.048 -0.721  0.221
N 0.942 0.342 0.716  -0.646
C 0.306 -0.430 -0.394  0.176
H 1.889 -1.896 -0.866  0.206
H 0.209 -2.487 -0.899  0.198
H -1.004 0.102 1.534  0.202
C 0.843 -1.607 -0.765  -0.436
H -0.491 1.853 1.420  0.183
H -0.714 1.303 -1.235  0.227
C -0.181 0.806 1.588  -0.429
H 1.406 1.147 0.300  0.351

Strongest force on any atom, hartree/bohr: 0.04129
E, eV: -5781.516
ΔE to the lowest compared entry with this formula, charge and spin, kJ/mol: 221.53
SMILES: C=C(C)NC
Orbital gap, eV: 9.27

=====

# 3
The following is a DFT calculation (ωB97M-V/def2-TZVPD) of C19H25CuN3SSi as an isolated structure in a non-equilibrium geometry.

Each line ends with the natural charge from an NBO analysis.
Element x y z (Å)
H -1.128 -1.644 2.296  0.377
H 1.890 2.925 -1.339  0.218
H -0.542 -4.205 -4.332  0.215
C -2.449 0.753 -4.572  -0.197
H -0.420 2.257 -2.677  0.249
Cu -0.073 0.239 -1.563  0.812
C -1.050 0.543 -6.523  -0.127
H 4.117 0.846 -6.371  0.212
N 1.227 -1.626 2.461  -0.799
C 3.384 0.047 -6.285  -0.202
H -1.174 2.259 1.661  0.204
H 0.758 -2.144 3.215  0.395
H 2.233 -1.545 2.538  0.421
C -0.666 2.159 0.696  -0.304
H -0.105 0.253 -7.005  0.213
H -4.255 1.919 -4.825  0.213
C -1.970 1.302 -7.277  -0.239
C 0.610 -1.397 1.263  0.306
H 2.174 1.107 -4.844  0.216
C 2.276 0.191 -5.437  -0.216
C 1.365 -0.858 -5.232  -0.449
C -3.146 1.766 -6.678  -0.204
C -1.255 1.959 -0.596  -0.414
Si -0.075 -0.617 -3.982  0.858
C -0.219 2.199 -1.603  -0.500
H -0.826 -4.835 -2.660  0.210
C 0.992 2.521 -0.870  -0.311
H 2.887 -3.151 -7.269  0.211
H 1.443 2.725 1.296  0.210
H -0.435 -1.965 -3.169  -0.158
H 4.482 -1.288 -7.600  0.214
H -1.790 -1.776 -0.330  0.368
H 0.572 -5.440 -3.678  0.214
H -2.324 2.016 -0.798  0.217
H -1.725 1.568 -8.316  0.216
H -3.862 2.354 -7.265  0.215
C -0.049 -4.565 -3.404  -0.860
H -2.393 -0.627 0.718  0.378
C -3.377 1.499 -5.320  -0.222
S 1.309 -1.016 -0.222  -0.245
C -1.269 0.232 -5.158  -0.521
N -0.730 -1.580 1.347  -0.455
C 1.575 -2.045 -5.949  -0.214
C 3.608 -1.161 -6.951  -0.218
C 0.708 2.463 0.515  -0.298
H 0.602 -3.839 -2.888  0.223
H 0.911 -2.889 -5.779  0.210
N -1.529 -1.016 0.299  -0.638
H -2.603 0.630 -3.492  0.208
C 2.686 -2.195 -6.790  -0.213

Strongest force on any atom, hartree/bohr: 0.03487
<S²>: 0.76
E, eV: -87927.958
Spin multiplicity: 2
ΔE to the lowest compared entry with this formula, charge and spin, kJ/mol: 0.00
Orbital gap (alpha / beta), eV: 6.68 / 5.91

=====

Copy entry 2 word for word.
The following is a DFT calculation (ωB97M-V/def2-TZVPD) of one molecule with the formula C4H9N in a non-equilibrium geometry.

Each line ends with the natural charge from an NBO analysis.
Element x y z (Å)
H 0.281 0.763 2.578  0.207
C -0.820 0.222 -1.120  -0.688
H -0.837 -0.166 -2.137  0.230
H -1.829 0.048 -0.721  0.221
N 0.942 0.342 0.716  -0.646
C 0.306 -0.430 -0.394  0.176
H 1.889 -1.896 -0.866  0.206
H 0.209 -2.487 -0.899  0.198
H -1.004 0.102 1.534  0.202
C 0.843 -1.607 -0.765  -0.436
H -0.491 1.853 1.420  0.183
H -0.714 1.303 -1.235  0.227
C -0.181 0.806 1.588  -0.429
H 1.406 1.147 0.300  0.351

Strongest force on any atom, hartree/bohr: 0.04129
E, eV: -5781.516
ΔE to the lowest compared entry with this formula, charge and spin, kJ/mol: 221.53
SMILES: C=C(C)NC
Orbital gap, eV: 9.27

=====

- What is the formula in the first record?
  C6H5NO2